1.
Formula: C4H12N6
Source: the OMol25 dataset
Level of theory: the ωB97M-V functional and the def2-TZVPD basis

Structure (XYZ):
```
22
Properties=species:S:1:pos:R:3:forces:R:3
N 2.937560 0.647393 0.392800 -0.063 -0.242 0.270
N 0.946345 -1.184104 0.593965 0.160 -0.470 -0.257
N -1.521083 -1.979150 -1.183620 -0.257 -0.084 -0.491
N -1.020704 1.663064 -0.557962 -0.149 0.668 -0.278
N 0.415294 0.097717 0.531913 4.018 3.850 0.345
N 1.545684 2.531461 0.076249 -0.663 -0.224 0.529
C -2.403808 -1.063009 0.849389 -0.186 0.556 -0.282
C -0.362794 0.443677 -0.564469 -4.581 -3.991 -0.311
C -1.701135 -0.941624 -0.274845 2.239 1.312 -0.339
C 1.756113 1.304014 0.274759 -0.582 -1.695 1.047
H -2.344574 -0.319357 1.629390 -0.003 0.162 0.009
H 0.033237 0.178783 -1.550229 0.046 0.069 -0.035
H 3.761852 1.157514 0.682709 -0.247 -0.004 -0.197
H 0.466296 -1.664416 1.348346 0.072 0.128 -0.001
H -2.136023 -2.781401 -1.068625 0.026 0.210 0.015
H -1.490993 -1.684029 -2.149467 0.020 -0.029 -0.011
H 0.784244 -1.747553 -0.248224 -0.035 0.445 0.086
H 2.880705 -0.320790 0.680297 -0.150 0.001 0.059
H -1.258767 1.969461 0.377523 0.141 -0.022 -0.075
H -3.158674 -1.835784 0.974710 0.222 -0.144 0.003
H -0.479231 2.380658 -1.026952 -0.065 -0.035 0.306
H 2.350456 3.147478 0.212346 0.037 -0.459 -0.390
```
Forces are in eV/Å.

Output
relative energy (zero: lowest compared OMol25 entry of this formula, charge and spin)	1.5516	eV
DFT total energy	-13279.370	eV
Kohn-Sham gap	8.73	eV
net charge	0
E_HOMO	-7.75	eV

---

2.
Formula: C22H42IN2O15P2
Source: the OMol25 dataset
Level of theory: the ωB97M-V functional and the def2-TZVPD basis

Structure (XYZ):
```
84
Properties=species:S:1:pos:R:3:forces:R:3
I -4.244744 -0.951069 -1.407248 1.256 0.133 -0.523
P 1.350151 -4.563212 -0.341576 6.638 -0.804 4.583
P 1.392302 -1.588008 -1.929887 5.184 -0.218 0.597
O -0.798241 -1.770453 -6.045980 0.137 -0.797 -0.963
O 2.906931 -2.005268 -1.767108 -5.024 0.647 -0.442
O -1.587073 -2.463046 -8.089748 1.028 -0.118 1.017
O -2.957923 1.625282 3.696163 0.884 -2.165 -0.141
O -7.805357 4.433054 4.560585 1.030 0.023 -0.572
O 7.369189 -1.837149 -1.479266 0.436 0.989 0.508
O 3.944096 1.861677 3.655325 -1.461 0.378 -1.376
O 6.762939 -0.095264 -0.109148 1.047 -0.761 -0.913
O 2.525858 3.363640 2.649676 0.229 -1.156 -0.117
O 0.287722 -3.327671 -7.339957 -0.885 0.724 0.256
O -5.961785 3.666886 3.644700 -0.651 0.646 0.263
O 8.862274 -0.292537 -1.021564 -1.061 -0.472 0.072
O 2.714112 -4.365933 0.482764 -5.130 -0.515 -3.329
O 2.545672 1.290533 1.924103 0.028 0.709 0.438
O -6.366713 5.927291 3.572413 -0.433 -1.763 0.460
N -0.500526 -3.750291 1.382695 -2.808 4.102 0.742
N 0.206930 -3.303081 0.321540 -0.271 2.404 -2.465
C 0.281926 -2.005043 -0.414827 -4.479 1.453 3.679
C 1.292729 -3.420718 -6.332145 0.403 -0.031 0.184
C 3.008383 4.369312 3.538593 0.219 0.508 0.397
C 3.050649 -0.041440 1.994713 0.339 -0.503 0.077
C -8.663528 5.523193 4.891155 -0.397 0.449 0.163
C -2.696225 -1.581258 -7.927362 -0.500 0.380 -0.016
C -0.820838 0.696253 -0.526318 -0.103 0.183 0.667
C 6.053139 -2.368139 -1.337138 -0.534 -0.148 0.026
C -1.653342 -1.331119 1.409341 1.218 -0.758 -1.295
C -1.931271 0.752506 3.060230 -0.849 0.104 -0.212
C -0.749907 -0.806258 0.131675 0.653 -4.167 1.815
C -6.679462 4.791433 3.893270 -0.043 0.648 -0.050
C 3.092002 2.143240 2.827320 0.668 0.123 0.657
C -2.745301 -0.278223 2.076950 1.066 0.026 -1.360
C -2.331576 -0.587874 -2.458322 1.065 0.930 -1.980
C -0.708401 -2.451081 -7.055737 -0.149 -0.030 -0.295
C -2.393161 -3.380963 3.295848 0.056 -0.012 -0.797
C 7.581427 -0.681952 -0.799662 -0.152 0.066 0.123
C -1.483321 -2.835061 2.010025 1.735 1.175 -2.304
C 9.229798 0.918323 -0.363442 0.192 0.460 0.250
C -4.741169 3.893077 2.942336 0.387 0.058 -0.442
C -1.559653 0.779381 -1.987206 -0.356 -0.058 -0.341
H -3.661510 1.074200 4.152330 1.422 0.742 -0.740
H -1.271438 0.183828 3.840326 -1.235 1.100 -1.397
H -8.152467 6.230189 5.552624 -0.040 -0.057 -0.268
H 0.862440 -3.773531 -5.389278 0.006 0.152 -0.099
H -2.507264 -4.548871 3.247878 0.468 2.362 -0.100
H -9.531177 5.121434 5.421760 0.313 -0.192 -0.146
H 2.487937 5.302746 3.307245 -0.037 -0.352 -0.170
H -3.486743 -2.924545 3.185099 2.571 -0.896 0.322
H -2.627456 -0.423711 -3.602746 0.567 -0.474 2.633
H 2.835166 -0.484669 2.972308 0.182 0.131 -0.105
H -4.250222 2.926710 2.798141 -0.444 0.355 0.184
H -1.638369 -1.532346 -2.434313 -1.541 1.746 0.218
H -3.175104 0.375788 1.184021 0.837 -1.530 1.917
H -2.337466 1.678186 -1.996878 1.705 -2.011 0.164
H 0.896087 -5.920237 -0.002551 -0.586 1.555 -0.572
H 1.517591 -4.467466 -1.768989 -0.794 0.414 0.697
H 8.613020 1.751555 -0.715388 0.005 -0.189 0.184
H 2.037599 -4.149233 -6.663985 -0.329 0.134 -0.156
H 0.262907 1.188408 -0.614142 -2.295 -1.381 0.419
H -4.937497 4.329906 1.957863 -0.010 0.174 0.250
H 4.081888 4.528981 3.394655 -0.189 -0.163 0.139
H 2.791211 4.102390 4.577892 0.193 -0.035 -0.198
H 1.378483 -0.123409 -2.039924 -0.765 -1.329 0.310
H 10.272884 1.134095 -0.610628 -0.226 -0.303 -0.115
H 5.309380 -1.666268 -1.728004 0.156 -0.119 0.256
H -3.332838 -1.672512 -8.811762 0.346 -0.184 0.103
H -2.356491 -0.543134 -7.853497 -0.044 -0.214 0.128
H -4.073178 4.534816 3.525931 -0.177 -0.003 -0.184
H -0.744370 1.052958 -2.785630 -1.583 -0.717 1.384
H -1.417336 1.377191 0.214618 1.189 -1.492 -1.283
H -1.905123 -3.106286 4.342490 -0.986 -0.358 -2.447
H -3.286046 -1.860396 -7.048295 0.191 0.124 -0.077
H 5.845589 -2.610752 -0.289937 -0.047 0.179 -0.182
H 1.791905 -2.456126 -6.194519 -0.172 -0.131 0.067
H -1.261601 1.470309 2.389084 -1.400 -1.599 1.666
H -3.656085 -0.825669 2.577709 2.076 0.987 -0.836
H 5.995902 -3.290519 -1.921694 0.295 0.232 0.053
H 9.149387 0.807108 0.722738 -0.144 0.072 -0.216
H 0.747778 -2.075301 -3.122803 -0.095 0.155 0.822
H -9.016640 6.025187 3.984573 0.208 0.003 0.182
H 4.125828 -0.058247 1.789109 -0.191 -0.021 0.148
H 2.544731 -0.635728 1.228792 -0.012 0.289 0.006
```
Forces are in eV/Å.

Output
DFT total energy	-83849.532	eV
Kohn-Sham gap	6.75	eV
net charge	+1
E_HOMO	-12.25	eV

---

3.
Formula: C2H12NO3
Source: the OMol25 dataset
Level of theory: the ωB97M-V functional and the def2-TZVPD basis

Structure (XYZ):
```
18
Properties=species:S:1:pos:R:3:forces:R:3
O -0.702193 1.030309 4.038203 0.142 -0.439 -0.106
O -0.926445 -2.178204 -0.987391 1.100 0.288 -0.577
O -1.814136 0.038844 1.113351 -0.128 0.042 -0.209
N 1.180213 -0.542172 -1.050903 -1.543 0.025 -2.225
C 1.104922 1.758864 -1.922218 1.126 -1.258 -0.274
C 0.878459 0.472704 -2.147814 1.171 0.804 0.660
H 0.487225 -1.284593 -1.350416 0.506 -0.355 1.186
H 1.395097 2.040231 -0.920579 -0.146 0.465 0.028
H -0.767908 0.252496 4.612611 -0.073 0.267 -0.122
H 0.954936 -0.304521 -0.088695 -0.106 0.397 -0.060
H -2.594497 0.503333 1.460601 0.471 -0.176 -0.098
H -0.790305 -3.127465 -0.943612 -0.738 -0.072 0.192
H 2.156918 -0.809981 -1.146892 -0.059 -0.235 0.124
H -1.100168 0.248541 1.726220 -0.300 0.123 0.392
H 1.394178 2.373725 -2.769042 -0.975 0.439 0.184
H 0.184480 1.368210 4.201828 -0.045 0.111 0.082
H 0.740703 0.027363 -3.134227 -0.063 -0.104 0.498
H -1.781479 -1.867687 -0.691025 -0.341 -0.322 0.326
```
Forces are in eV/Å.

Output
relative energy (zero: lowest compared OMol25 entry of this formula, charge and spin)	1.5568	eV
DFT total energy	-9893.887	eV
Kohn-Sham gap	11.42	eV
net charge	+1
E_HOMO	-14.68	eV

---

4.
Formula: C24H24As2CsF6N6O7S2
Source: the OMol25 dataset
Level of theory: the ωB97M-V functional and the def2-TZVPD basis

Structure (XYZ):
```
72
Properties=species:S:1:pos:R:3:forces:R:3
Cs -0.025893 1.834003 0.963738 -1.252 -0.616 1.772
As 1.928748 -1.227153 0.935323 0.240 -0.593 0.142
As -2.895455 0.808495 3.509663 -0.118 0.121 0.145
S 3.122012 1.817142 -1.004464 0.273 -0.010 0.058
S 0.526756 4.211765 -0.958948 0.089 0.669 -0.443
F -3.909109 0.957191 4.910953 0.003 0.007 -0.034
F -1.856958 0.646243 2.093579 -1.774 -1.099 1.199
F -3.071290 2.492262 3.159109 -0.022 -0.019 -0.002
F -4.269983 0.425856 2.527285 0.014 -0.018 0.011
F -1.486364 1.131018 4.461892 -0.010 0.006 -0.015
F -2.700472 -0.902457 3.857179 0.023 -0.059 -0.015
O 0.243385 2.847041 -1.363608 0.132 0.685 -1.242
O 4.488405 1.351907 -0.792706 -0.023 0.009 0.035
O 2.669778 1.224588 4.181342 -0.007 0.029 -0.016
O 2.548749 1.371017 -2.256444 -0.004 -0.002 -0.031
O -0.191876 5.220753 -1.719125 0.029 0.013 -0.018
O 0.440496 4.388742 0.487148 0.090 0.922 -0.169
O 2.266293 1.568723 0.174118 2.462 -0.107 -1.121
N -2.458811 -2.844765 -1.599244 -0.013 -0.039 0.014
N -1.490518 -2.057899 0.399835 0.000 0.005 -0.019
N 1.805628 -0.716986 3.094226 -0.103 0.023 -0.059
N -2.959178 1.756269 -1.886890 -0.071 -0.101 -0.105
N -2.011431 -3.257988 2.345382 0.002 -0.018 0.018
N -2.079478 -1.663049 -2.202815 -0.010 -0.012 0.036
C -2.685870 2.955947 -2.388634 0.011 0.016 0.017
C -2.679190 -0.604538 -1.841914 0.021 0.015 0.014
C 2.264862 4.537237 -1.284897 0.028 -0.048 0.029
C 2.564810 5.872614 -1.536108 -0.003 -0.008 0.002
C 2.237700 0.278223 3.614507 -0.018 -0.050 -0.063
C -1.833920 3.165878 -3.461533 -0.019 0.008 0.008
C -1.489435 -2.196902 1.672898 0.071 0.074 0.034
C 3.303802 3.608333 -1.177975 -0.020 0.014 -0.009
C -2.142131 -3.021222 -0.370132 -0.025 0.051 -0.038
C -3.207754 -6.650192 1.588646 -0.008 0.003 0.001
C 4.907217 5.386183 -1.539193 0.010 0.004 -0.001
C -2.442688 -4.378007 1.660607 -0.040 -0.007 -0.005
C -2.816319 -5.547788 2.322732 0.008 -0.006 0.003
C -1.474189 0.812308 -3.517000 -0.006 -0.001 -0.011
C 3.862976 -1.215227 0.978539 -0.016 0.033 -0.040
C -2.479772 -4.311544 0.266465 -0.013 -0.001 0.001
C 3.874625 6.301051 -1.666447 0.003 0.012 -0.004
C -1.212161 2.068714 -4.030217 -0.006 -0.020 -0.017
C 1.649063 -3.103116 1.422743 -0.034 0.043 -0.014
C -3.227522 -6.602395 0.195819 -0.007 0.004 -0.003
C -2.865514 -5.437337 -0.454980 0.010 -0.009 0.000
C 1.517252 -1.421546 -0.998861 0.004 0.023 -0.009
C -2.361045 0.702093 -2.451648 0.085 0.031 0.041
C 4.618105 4.052539 -1.301292 -0.015 0.003 -0.018
H 5.405862 3.319325 -1.208161 0.002 0.004 -0.002
H -3.141344 3.800654 -1.884089 -0.019 0.000 -0.007
H -0.994936 -0.077686 -3.899916 0.005 0.000 0.003
H 4.247765 -0.250260 0.659598 -0.013 0.014 0.015
H 4.085889 7.346641 -1.858634 -0.006 0.002 -0.002
H -1.609311 4.175107 -3.774945 0.003 -0.009 -0.007
H 1.738447 6.564915 -1.621187 0.007 0.006 -0.003
H 0.762988 -3.500324 0.930606 -0.002 0.026 -0.001
H 5.939119 5.705729 -1.627865 0.002 -0.006 -0.001
H -2.788284 -5.581416 3.405210 0.001 0.001 0.003
H 0.462092 -1.670684 -1.089535 0.026 0.010 0.006
H -2.882345 -5.362472 -1.534165 0.000 0.003 0.003
H 2.519862 -3.668137 1.085314 -0.002 -0.012 0.005
H -3.435708 -0.597379 -1.055261 -0.019 0.004 -0.022
H 4.163702 -1.443140 1.998642 0.004 -0.018 0.001
H -1.037692 -1.437034 2.299995 0.024 -0.071 -0.059
H 2.144322 -2.248747 -1.342700 -0.008 -0.003 -0.017
H 4.216907 -1.990008 0.295455 0.007 0.013 -0.009
H 1.555664 -3.181691 2.502653 -0.005 0.003 0.004
H -3.493853 -7.559058 2.103676 -0.002 0.002 0.003
H 1.748700 -0.508989 -1.540819 0.010 0.005 0.004
H -2.096868 -3.189638 3.345491 0.009 0.041 0.015
H -0.498248 2.192698 -4.834684 0.002 0.004 0.006
H -3.529079 -7.472432 -0.373344 0.002 0.000 0.003
```
Forces are in eV/Å.

Output
relative energy (zero: lowest compared OMol25 entry of this formula, charge and spin)	2.4070	eV
DFT total energy	-208757.182	eV
Kohn-Sham gap (spin up / spin down)	6.77 / 7.43	eV
net charge	-2
multiplicity	2
E_HOMO (spin up / spin down)	-2.96 / -3.89	eV

---

> Which formula does entry 2 have?

C22H42IN2O15P2